i) Here is an isolated molecule of C3H2N2O from the Open Molecules 2025 dataset. Energies are from wB97M-V/def2-TZVPD.

Properties
Gap between HOMO and LUMO, Ha: 0.412
HOMO level, eV: -12.25

Geometry as XYZ:
```
8
C3H2N2O (wB97M-V/def2-TZVPD)
N -0.134 2.388 -0.598
C -0.142 1.243 -0.462
C -0.125 -0.206 -0.226
O -1.243 -0.732 0.373
C 1.129 -0.449 0.681
N 1.843 -1.196 0.148
H -0.014 -0.724 -1.194
H -1.298 -0.336 1.253
```



ii) Here is an isolated molecule of C3H2N2O from the Open Molecules 2025 dataset. Energies are from wB97M-V/def2-TZVPD.

Properties
Gap between HOMO and LUMO, Ha: 0.318
HOMO level, eV: -10.81

Geometry as XYZ:
```
8
C3H2N2O (wB97M-V/def2-TZVPD)
O 1.978 -0.020 -0.229
C 0.744 0.105 0.157
N -0.011 -1.071 0.338
C -1.193 -0.825 -0.219
C -1.307 0.656 -0.123
N -0.141 1.151 0.114
H -2.155 -1.324 -0.452
H -2.062 1.312 0.218
```



iii) Here is an isolated molecule of C3H2N2O from the Open Molecules 2025 dataset. Energies are from wB97M-V/def2-TZVPD.

Properties
Gap between HOMO and LUMO (spin up / spin down), Ha: 0.287 / 0.330
HOMO level (spin up / spin down), eV: -9.59 / -9.88

Geometry as XYZ:
```
8
C3H2N2O (wB97M-V/def2-TZVPD)
C -0.820 -0.711 0.501
C 0.028 0.238 0.165
C 1.366 0.392 -0.266
N -2.070 -0.249 0.121
N -1.923 0.786 -0.465
O 2.344 0.987 0.211
H -0.504 -1.568 1.007
H 1.581 0.124 -1.274
```



Which of them is most stable, and which least? Most stable: i); least stable: iii).



i) Here is a structure of composition CH2N2O2S from the Open Molecules 2025 dataset. Energies are from wB97M-V/def2-TZVPD.

Properties
Gap between HOMO and LUMO, Ha: 0.356
HOMO level, eV: -12.12

Geometry as XYZ:
```
8
CH2N2O2S (wB97M-V/def2-TZVPD)
C -1.348 -2.734 -0.271
N -2.243 -3.297 -0.685
N 0.357 -0.068 0.103
O 1.616 -1.920 -1.024
O 1.241 -2.053 1.381
S 0.752 -1.684 0.073
H -0.626 0.153 -0.120
H 0.901 0.321 -0.714
```



ii) Here is a cluster of 2 separate species, CH2N2O2S in total from the Open Molecules 2025 dataset. Energies are from wB97M-V/def2-TZVPD.

Properties
Gap between HOMO and LUMO, Ha: 0.319
HOMO level, eV: -9.30

Geometry as XYZ:
```
8
CH2N2O2S (wB97M-V/def2-TZVPD)
C -0.019 -0.264 1.104
N 0.976 0.546 0.852
N 1.942 1.013 0.484
O -0.635 -1.195 -2.112
O -0.492 1.192 -1.643
S -1.151 -0.036 -1.386
H 0.153 -1.358 0.993
H -0.774 0.102 1.708
```



Which of them is most stable, and which least? Most stable: ii); least stable: i).



i) Here is an isolated molecule of CH2N2O2S from the Open Molecules 2025 dataset. Energies are from wB97M-V/def2-TZVPD.

Properties
Gap between HOMO and LUMO, Ha: 0.334
HOMO level, eV: -9.32

Geometry as XYZ:
```
8
CH2N2O2S (wB97M-V/def2-TZVPD)
N 0.948 0.271 0.725
C 0.463 0.220 -0.493
S 0.914 0.498 -1.986
N -1.216 -0.358 -0.266
O -1.501 -0.565 0.883
O -1.851 -0.486 -1.259
H 0.330 -0.040 1.474
H 1.913 0.461 0.923
```



ii) Here is a cluster of 2 separate species, CH2N2O2S in total from the Open Molecules 2025 dataset. Energies are from wB97M-V/def2-TZVPD.

Properties
Gap between HOMO and LUMO, Ha: 0.347
HOMO level, eV: -9.76

Geometry as XYZ:
```
8
CH2N2O2S (wB97M-V/def2-TZVPD)
N 1.252 -1.586 0.014
C 1.462 -0.404 0.201
S 1.874 1.115 0.184
H 0.480 -2.098 -0.376
O -1.693 -0.686 -0.010
N -1.007 0.217 0.319
O -1.559 1.414 -0.116
H -0.809 2.029 -0.214
```



iii) Here is a cluster of 2 separate species, CH2N2O2S in total from the Open Molecules 2025 dataset. Energies are from wB97M-V/def2-TZVPD.

Properties
Gap between HOMO and LUMO (spin up / spin down), Ha: 0.228 / 0.228
HOMO level (spin up / spin down), eV: -9.54 / -9.55

Geometry as XYZ:
```
8
CH2N2O2S (wB97M-V/def2-TZVPD)
C -0.056 -0.142 1.183
N 0.414 -1.082 0.598
N -0.098 0.965 1.633
O 1.109 -0.811 -1.653
O 0.339 -1.507 -0.657
S -1.625 1.070 -1.365
H 0.548 -0.038 -1.898
H -0.630 1.545 2.160
```



iv) Here is an isolated molecule of CH2N2O2S from the Open Molecules 2025 dataset. Energies are from wB97M-V/def2-TZVPD.

Properties
Gap between HOMO and LUMO, Ha: 0.397
HOMO level, eV: -12.18

Geometry as XYZ:
```
8
CH2N2O2S (wB97M-V/def2-TZVPD)
N 1.753 -2.228 0.190
C 1.174 -1.279 -0.098
S 0.280 0.724 -0.097
N -1.303 0.217 -0.019
O 0.572 1.512 -1.278
O 0.552 1.245 1.197
H -1.462 0.055 0.952
H -1.564 -0.246 -0.846
```



Which of them is most stable, and which least? Most stable: iv); least stable: iii).